[1]
{"formula": "C25H50Cl2P2W", "method": "ωB97M-V/def2-TZVPD", "species": ["W", "Cl", "Cl", "P", "P", "C", "C", "C", "C", "C", "C", "C", "C", "C", "C", "C", "C", "C", "C", "C", "C", "C", "C", "C", "C", "C", "C", "C", "C", "C", "H", "H", "H", "H", "H", "H", "H", "H", "H", "H", "H", "H", "H", "H", "H", "H", "H", "H", "H", "H", "H", "H", "H", "H", "H", "H", "H", "H", "H", "H", "H", "H", "H", "H", "H", "H", "H", "H", "H", "H", "H", "H", "H", "H", "H", "H", "H", "H", "H", "H"], "coordinates": [[-0.58, 0.02, 0.06], [0.08, -1.14, 1.96], [-0.11, 0.93, -2.05], [3.02, 0.29, -0.71], [-2.61, -0.73, -0.76], [-2.82, -3.11, 0.71], [3.70, 1.02, 1.88], [3.05, -1.10, -1.91], [-3.52, -1.76, 0.50], [-0.73, 1.88, 5.24], [-3.57, 0.79, -1.28], [2.46, -2.46, -1.43], [3.41, 1.82, -1.61], [-1.81, 1.60, 4.43], [-1.72, 1.72, 3.04], [-2.63, -1.65, -2.40], [-3.42, 2.05, -0.41], [4.03, -0.02, 0.78], [-0.48, 2.03, 2.47], [3.91, -1.46, 1.32], [0.60, 2.40, 3.29], [-3.88, -2.52, -2.50], [-3.68, -1.02, 1.83], [0.47, 2.29, 4.67], [2.53, 3.04, -1.26], [4.90, 2.12, -1.40], [-1.38, -2.48, -2.74], [-5.03, 0.43, -1.50], [4.52, -1.22, -2.36], [-0.31, 1.95, 0.94], [5.18, 2.93, -2.09], [-4.52, -1.93, 0.07], [1.54, 2.74, 2.82], [-1.17, -3.24, -1.97], [5.54, 1.25, -1.62], [-1.57, -3.02, -3.69], [-3.12, 1.05, -2.27], [-1.81, -2.98, 1.13], [-5.63, 1.36, -1.59], [3.23, 1.56, -2.68], [4.50, -1.52, 2.26], [-5.45, -0.14, -0.66], [4.83, -0.34, -2.94], [1.48, 2.87, -1.55], [-5.18, -0.13, -2.43], [2.90, 3.92, -1.82], [-2.77, 1.30, 4.84], [0.73, 2.17, 0.63], [5.08, 2.48, -0.38], [2.70, 0.78, 2.28], [2.43, -0.75, -2.75], [4.43, 0.90, 2.70], [1.67, -2.33, -0.68], [-3.35, 1.83, 0.66], [2.59, 3.29, -0.19], [-4.27, -1.64, 2.52], [4.30, -2.22, 0.62], [-0.82, 1.81, 6.32], [-2.68, -0.82, -3.13], [-4.00, -2.82, -3.56], [-3.79, -3.43, -1.90], [5.21, -1.35, -1.51], [-2.57, 2.68, -0.71], [5.05, 0.14, 0.42], [3.24, -3.13, -1.03], [2.03, -2.98, -2.30], [-0.94, 2.68, 0.42], [-4.31, 2.68, -0.53], [-3.41, -3.71, 1.43], [-2.71, -0.83, 2.32], [2.85, -1.66, 1.56], [-0.48, -1.87, -2.88], [1.33, 2.53, 5.30], [3.73, 2.06, 1.50], [-4.81, -2.01, -2.22], [-2.71, -3.70, -0.21], [-2.58, 1.56, 2.40], [-0.76, -1.61, -0.40], [4.64, -2.09, -3.02], [-4.20, -0.06, 1.73]], "e_lumo_ev": [-0.454, -0.300], "charge": 0, "spin_multiplicity": 3}

[2]
{"formula": "C25H50N8O10", "method": "ωB97M-V/def2-TZVPD", "species": ["O", "O", "O", "O", "O", "O", "O", "O", "O", "O", "N", "N", "N", "N", "N", "N", "N", "N", "C", "C", "C", "C", "C", "C", "C", "C", "C", "C", "C", "C", "C", "C", "C", "C", "C", "C", "C", "C", "C", "C", "C", "C", "C", "H", "H", "H", "H", "H", "H", "H", "H", "H", "H", "H", "H", "H", "H", "H", "H", "H", "H", "H", "H", "H", "H", "H", "H", "H", "H", "H", "H", "H", "H", "H", "H", "H", "H", "H", "H", "H", "H", "H", "H", "H", "H", "H", "H", "H", "H", "H", "H", "H", "H"], "coordinates": [[2.13, 0.99, 4.42], [2.01, 2.78, -3.39], [-0.61, -3.45, 5.22], [-0.26, -1.65, 4.10], [4.13, 3.06, -2.99], [3.87, -0.26, 4.12], [-3.26, 3.50, -2.60], [-1.38, 2.60, -2.97], [-4.43, 3.77, 0.40], [-4.84, 5.85, 0.25], [2.26, -4.31, 2.20], [-0.91, -2.62, 4.40], [0.90, -6.05, 1.93], [-1.16, 1.27, 0.74], [-2.44, 3.01, -3.33], [-5.06, 4.72, 0.06], [3.18, 0.50, 4.78], [3.16, 2.99, -3.76], [-2.90, 2.69, -4.70], [1.57, -0.08, -5.17], [-3.62, 0.82, 1.54], [1.54, -4.49, 3.37], [4.12, -0.76, -4.57], [-0.22, 0.91, -0.37], [3.33, 2.86, -5.22], [2.82, -2.02, 1.39], [-0.59, 0.72, 2.11], [-2.51, 0.63, 0.43], [3.75, 0.92, 6.09], [2.52, -0.29, -6.16], [1.88, -0.29, -3.84], [-4.80, -0.06, 1.22], [0.74, -5.66, 3.22], [0.01, 3.37, 0.09], [1.91, -5.35, 1.39], [3.36, -3.34, 2.03], [0.78, 2.13, -0.50], [3.82, -0.57, -5.90], [3.16, -0.64, -3.54], [0.13, -7.17, 1.39], [-2.14, -2.89, 3.59], [-1.26, 2.77, 0.67], [-6.33, 4.56, -0.75], [-3.06, 3.53, -5.37], [-2.03, -3.97, 3.44], [1.71, -3.89, 4.25], [-3.86, 1.88, 1.55], [5.11, -1.03, -4.27], [0.02, -6.10, 3.89], [-2.08, -2.29, 2.68], [-1.33, 1.02, 2.86], [3.62, -1.29, 1.25], [-5.44, 0.42, 0.49], [1.71, 2.15, 0.08], [-0.81, 0.86, -1.28], [2.36, 2.60, -5.63], [4.83, 0.96, 5.96], [3.57, 3.88, -5.53], [0.47, -7.46, 0.40], [-5.50, -0.23, 2.05], [-4.58, -1.01, 0.73], [3.12, 1.79, 6.27], [0.17, -0.09, -0.22], [-6.45, 5.43, -1.39], [-2.22, 2.09, -5.31], [0.59, 0.17, -5.56], [3.93, -3.31, 2.96], [1.05, -0.27, -3.14], [4.11, -3.80, 1.39], [3.67, 0.11, 6.81], [2.47, -2.30, 0.40], [-2.12, 2.99, 0.04], [-0.29, 3.99, -0.76], [2.21, -0.22, -7.19], [-0.58, -0.37, 2.08], [2.26, -5.41, 0.37], [0.33, 1.05, 2.58], [-2.23, -0.38, 0.15], [-2.83, 1.09, -0.51], [0.63, 4.00, 0.72], [4.10, 2.14, -5.53], [3.54, -0.80, -2.54], [4.65, -0.54, -6.59], [0.99, 2.12, -1.57], [1.99, -1.60, 1.96], [-6.45, 3.65, -1.35], [-3.87, 2.20, -4.73], [-1.61, 3.18, 1.62], [-3.33, 0.65, 2.58], [0.28, -7.98, 2.11], [-3.06, -2.57, 4.07], [-0.95, -7.00, 1.38], [-7.16, 4.51, -0.04]], "e_lumo_ev": [-8.049, -12.391], "charge": 3, "spin_multiplicity": 2}

Question: What is the formula in the second record?
Answer: C25H50N8O10

Question: Which formula does entry 1 have?
Answer: C25H50Cl2P2W